Computed, not measured: a structure of composition C14H23BN6OZr in a non-equilibrium geometry, with ωB97M-V with the def2-TZVPD basis set.

XYZ file:
```
46
Properties=species:S:1:pos:R:3:mulliken_charge:R:1
Zr -1.40 0.70 -1.82 2.25
O -2.34 0.41 -0.11 -0.55
N 1.97 0.86 -1.82 -0.23
N 0.70 1.36 -1.57 -0.06
N 3.02 -1.13 -0.38 0.27
N -0.10 -1.05 -2.27 -0.07
N 2.11 -1.10 0.60 -0.68
N 1.26 -1.28 -2.41 -0.23
C -3.46 0.40 1.03 1.51
C 0.86 2.73 -1.45 -0.25
C -3.07 -0.22 2.37 -1.39
C 0.21 -2.78 -3.63 -1.03
C -3.82 1.85 1.26 -1.58
C 1.43 -2.22 -3.35 0.01
C 0.63 1.32 4.08 -0.95
C 2.11 3.04 -1.93 -1.00
C 2.76 1.86 -2.19 0.02
C 3.97 -1.93 1.51 -0.87
C 2.61 -1.55 1.72 -0.12
C -0.73 -2.14 -2.85 -0.19
C 4.20 -1.65 0.12 -0.31
C -4.60 -0.40 0.44 -1.63
B 2.50 -0.59 -1.81 0.49
H -1.77 -2.40 -2.65 0.56
H 0.47 1.01 3.03 0.05
H -3.97 2.37 0.31 0.38
H 5.05 -1.76 -0.55 0.45
H -0.04 2.16 4.35 0.29
H 3.43 -0.67 -2.59 -0.10
H 0.44 0.51 4.72 0.31
H 2.51 4.02 -2.14 0.42
H -5.52 -0.31 1.03 0.41
H -2.81 -1.28 2.30 0.39
H -3.94 -0.21 3.06 0.41
H 1.93 -1.55 2.56 0.52
H -4.82 -0.06 -0.57 0.38
H -4.74 1.97 1.85 0.40
H -2.29 0.31 2.91 0.29
H 0.12 3.39 -0.99 0.57
H 2.40 -2.40 -3.80 0.46
H 3.73 1.70 -2.64 0.46
H 0.04 -3.53 -4.38 0.41
H -4.34 -1.46 0.39 0.39
H 4.63 -2.33 2.25 0.40
H -3.03 2.38 1.81 0.38
H 1.69 1.63 4.23 0.31
```

Calculated values
Multiplicity: 1
Molecular weight (g mol⁻¹): 393.41
HOMO energy (eV): -13.3
Total charge: +2
Orbital gap (eV): 3.55